Record 1
Computed, not measured: CHINOS as an isolated structure at a distorted geometry, with ωB97M-V with the def2-TZVPD basis set.

XYZ file:
```
6
Properties=species:S:1:pos:R:3:forces:R:3
C 0.94747 0.47790 -0.04423 0.6 -1.3 0.9
N 0.13848 -0.31597 0.66027 -0.7 1.4 -0.8
O 1.37412 1.53619 -0.31945 -0.2 0.8 -0.3
S 1.35737 -1.29362 -0.28623 0.1 -0.3 -0.4
I -2.92226 -0.19103 -0.19376 -0.6 0.1 -0.2
H -0.89518 -0.21347 0.18340 0.8 -0.7 0.8
```
Positions in Å, forces in eV/Å.

Computed properties:
- DFT total energy: -23528.0066 eV
- Energy above the lowest of the compared OMol25 structures with the same formula, charge and spin: 0.441 eV
- Total charge: -1
- Frontier orbital gap: 7.6 eV

***

Record 2
Computed, not measured: CHInLiO2 as an isolated structure at a distorted geometry, with ωB97M-V with the def2-TZVPD basis set.

XYZ file:
```
6
Properties=species:S:1:pos:R:3:forces:R:3
H -0.05584 -0.14460 -1.52737 -2.3 0.8 -3.4
O -0.14688 0.30825 -0.65258 3.5 -1.9 -2.0
C 0.87321 -0.39113 -0.32812 0.7 -1.4 4.0
O 1.38881 -1.01947 0.47648 0.5 0.9 -2.8
Li -1.93484 0.81821 0.11432 -2.4 0.7 -0.7
In -0.12445 0.42874 1.91727 0.0 0.8 4.9
```
Positions in Å, forces in eV/Å.

Computed properties:
- DFT total energy: -10486.7169 eV
- Energy above the lowest of the compared OMol25 structures with the same formula, charge and spin: 0.837 eV
- Total charge: +3
- Frontier orbital gap: 8.8 eV

***

Record 3
Computed, not measured: CHKLiO as an isolated structure at a distorted geometry, with ωB97M-V with the def2-TZVPD basis set.

XYZ file:
```
5
Properties=species:S:1:pos:R:3:forces:R:3
H -1.66313 -0.43150 -0.01617 0.8 0.1 -0.7
O 1.53756 0.49022 1.54575 -1.2 -0.2 0.7
C 0.60046 0.34205 2.17843 1.2 0.2 -0.7
Li -1.03709 -0.41663 -1.62730 -6.9 -1.9 2.0
K 0.56220 0.01586 -2.08070 6.2 1.7 -1.3
```
Positions in Å, forces in eV/Å.

Computed properties:
- DFT total energy: -19624.4423 eV
- 2S+1: 2
- Energy above the lowest of the compared OMol25 structures with the same formula, charge and spin: 1.218 eV
- Total charge: 0
- Frontier orbital gap (spin up / spin down): 4.7 / 7.8 eV

***

Record 4
Computed, not measured: CHLiNaO3 as an isolated structure at a distorted geometry, with ωB97M-V with the def2-TZVPD basis set.

XYZ file:
```
7
Properties=species:S:1:pos:R:3:forces:R:3
O -1.44626 0.83619 0.35406 1.6 -1.2 0.9
C -1.15635 -0.28060 0.76269 -1.3 2.1 -2.5
H -1.04374 -1.06455 -0.16778 -1.7 -1.7 2.1
O 0.91048 -0.45786 -0.49562 7.1 5.8 -7.2
O 0.25225 -0.84843 0.44577 -5.3 -4.3 6.9
Li 2.36269 0.26683 0.36288 0.1 -0.7 0.1
Na 0.12093 1.54841 -1.26201 -0.6 0.1 -0.2
```
Positions in Å, forces in eV/Å.

Computed properties:
- DFT total energy: -11804.7746 eV
- Energy above the lowest of the compared OMol25 structures with the same formula, charge and spin: 1.445 eV
- Total charge: +1
- Frontier orbital gap (spin up / spin down): 7.6 / 7.6 eV

***

Record 5
Computed, not measured: CHLuO3 as an isolated structure at a distorted geometry, with ωB97M-V with the def2-TZVPD basis set.

XYZ file:
```
6
Properties=species:S:1:pos:R:3:forces:R:3
Lu 1.83887 0.33356 -0.13730 -2.8 -2.3 0.2
O 0.48369 -1.27140 0.07908 2.4 2.6 -0.3
H 0.07682 -1.61105 0.87611 -0.1 -0.4 0.2
O -1.98276 0.72794 1.90712 0.9 -0.9 -1.2
C -1.30276 0.89874 0.98525 -1.4 1.7 1.6
O -0.65401 1.36977 0.12671 1.0 -0.7 -0.4
```
Positions in Å, forces in eV/Å.

Computed properties:
- DFT total energy: -40808.1759 eV
- 2S+1: 2
- Energy above the lowest of the compared OMol25 structures with the same formula, charge and spin: 0.000 eV
- Total charge: +1
- Frontier orbital gap (spin up / spin down): 7.6 / 9.4 eV

***

Record 6
Computed, not measured: a 2-piece molecular cluster, CHN2O3P overall at a distorted geometry, with ωB97M-V with the def2-TZVPD basis set.

XYZ file:
```
8
Properties=species:S:1:pos:R:3:forces:R:3
C 0.01523 0.49949 -0.14476 3.7 -3.0 -1.2
N -0.38480 1.48724 0.69081 -0.5 3.6 0.3
N -0.21544 1.93150 -0.47704 -0.9 0.2 1.7
O 2.94279 1.10976 -1.07196 -0.2 0.6 -1.0
O 2.84156 0.59560 1.39847 -0.7 -0.9 -1.0
O 2.86991 -1.31941 -0.37002 -0.4 -1.3 0.0
P 2.58824 0.09980 -0.03772 -0.2 1.8 2.0
H -0.82188 -0.14495 -0.32404 -0.9 -1.0 -0.7
```
Positions in Å, forces in eV/Å.

Computed properties:
- DFT total energy: -19462.0237 eV
- Energy above the lowest of the compared OMol25 structures with the same formula, charge and spin: 4.647 eV
- Total charge: -2
- Frontier orbital gap: 6.7 eV

***

Please write out number 1 again, unchanged.
Computed, not measured: CHINOS as an isolated structure at a distorted geometry, with ωB97M-V with the def2-TZVPD basis set.

XYZ file:
```
6
Properties=species:S:1:pos:R:3:forces:R:3
C 0.94747 0.47790 -0.04423 0.6 -1.3 0.9
N 0.13848 -0.31597 0.66027 -0.7 1.4 -0.8
O 1.37412 1.53619 -0.31945 -0.2 0.8 -0.3
S 1.35737 -1.29362 -0.28623 0.1 -0.3 -0.4
I -2.92226 -0.19103 -0.19376 -0.6 0.1 -0.2
H -0.89518 -0.21347 0.18340 0.8 -0.7 0.8
```
Positions in Å, forces in eV/Å.

Computed properties:
- DFT total energy: -23528.0066 eV
- Energy above the lowest of the compared OMol25 structures with the same formula, charge and spin: 0.441 eV
- Total charge: -1
- Frontier orbital gap: 7.6 eV